Density functional theory data (ωB97M-V with the def2-TZVPD basis set) for C28H25F5NO2V as an isolated structure at a distorted geometry.

* ⟨S²⟩: 2.03
* HOMO-LUMO gap (spin up / spin down): 7.8743 / 8.1996 eV
* molecular weight: 553.45 g mol⁻¹
* lowest unoccupied orbital energy (spin up / spin down): 0.401 / 0.457 eV
* spin multiplicity: 3
* relative energy (zero: lowest compared OMol25 entry of this formula, charge and spin): 0.0071 eV

```
62
Properties=species:S:1:pos:R:3:forces:R:3:lowdin_spin:R:1
C 2.03105 -0.02216 0.74113 0.6 0.3 -0.6 -0.009
C 2.13434 -0.76840 -0.46973 -0.1 1.3 0.0 -0.023
C 1.65976 0.05925 -1.52268 0.5 0.2 0.3 -0.011
H 2.60494 -1.73928 -0.58174 -0.5 0.0 0.1 -0.001
C 1.36324 1.35832 -0.98238 0.4 -0.2 0.4 0.030
C 1.62111 1.30452 0.41602 0.5 -0.1 -0.9 -0.021
H 1.12306 2.25347 -1.54947 -0.1 -0.3 0.2 0.005
C -1.28369 -1.85964 1.19099 0.3 -0.9 -1.4 -0.010
C -0.07169 -2.42185 0.67228 -1.1 -0.1 0.1 -0.018
C -0.14398 -2.40535 -0.75308 -1.2 0.0 0.3 -0.022
H 0.69690 -2.92273 1.25175 0.0 0.5 0.0 0.000
C -1.40866 -1.86116 -1.12098 0.3 0.1 1.0 0.011
C -2.12147 -1.51941 0.08295 0.4 -0.3 -0.6 0.016
H 1.64138 -0.20720 -2.57899 0.0 0.1 0.4 0.000
H 1.64940 2.17065 1.08337 -0.5 -0.5 -0.2 -0.001
H 2.37600 -0.35744 1.71273 -0.3 0.1 -0.3 0.000
H -3.15917 -1.17196 0.11930 0.7 0.1 0.1 0.003
H 0.54137 -2.84005 -1.47015 0.1 0.3 0.3 -0.001
H -1.59412 -1.82652 2.22237 0.3 0.3 0.1 -0.001
V -0.17802 -0.18868 -0.06519 2.9 -2.5 3.1 1.849
C -1.75172 -1.40034 -2.51309 -0.3 0.1 0.3 0.003
C -3.28282 -1.37262 -2.60440 0.0 0.0 0.0 0.001
C -1.15250 -2.30616 -3.57783 0.4 0.0 -0.2 0.000
H -3.67103 -2.34844 -2.29805 0.0 0.1 -0.1 0.000
H -3.62530 -1.16171 -3.61718 0.0 0.0 -0.1 0.000
H -3.69878 -0.61594 -1.93662 0.0 -0.1 -0.2 0.000
H -1.44487 -3.34230 -3.43138 -0.1 -0.1 -0.1 0.000
H -0.04944 -2.25720 -3.58667 -0.4 -0.1 0.1 0.000
H -1.47737 -1.96829 -4.56504 -0.1 -0.1 0.0 0.000
C -1.05958 -0.01158 -2.64026 0.0 0.8 -0.2 0.076
C -1.94737 1.15673 -2.96214 -0.4 -0.2 2.8 0.009
H -0.17670 -0.05930 -3.28419 -0.5 -0.1 0.1 0.002
H -0.66301 0.36214 -1.64811 -0.9 -0.1 -2.2 0.029
O -2.72000 1.48207 -2.04332 0.5 0.1 -2.7 0.009
N -1.69906 1.82412 -4.15469 -0.5 0.7 -0.4 0.005
C -0.46122 2.66966 -4.13662 -0.3 0.0 0.0 0.001
H -2.53063 2.36385 -4.40284 0.5 0.2 0.2 0.000
C 0.82700 1.97257 -4.53687 0.5 -0.2 -0.5 0.000
C 2.05889 2.59034 -4.25760 0.0 -0.3 0.1 0.000
H 2.06856 3.56877 -3.76674 0.0 -0.3 -0.1 0.000
C 3.27192 1.97037 -4.58335 -0.2 -0.1 -0.1 0.001
H 4.22599 2.45492 -4.34410 -0.5 -0.1 -0.1 0.000
C 3.27512 0.72243 -5.22247 -0.3 0.1 -0.1 0.000
H 4.21935 0.24956 -5.51815 -0.4 0.2 0.3 0.000
C 2.05514 0.11654 -5.54431 -0.3 0.4 0.0 0.000
H 2.02801 -0.85061 -6.05623 0.1 0.4 0.1 0.000
C 0.84066 0.75742 -5.23367 0.4 0.0 0.1 0.000
H -0.11370 0.31332 -5.52292 0.3 0.0 0.1 0.000
H -0.33565 3.10674 -3.12552 0.0 0.0 -0.5 0.000
H -0.63731 3.50068 -4.83792 0.0 -0.3 0.3 0.000
F -0.36798 2.11088 6.70640 -0.1 0.0 -0.2 0.000
C -0.47504 1.78060 5.40768 0.2 -0.2 0.3 0.000
C -1.15311 2.62156 4.53105 0.0 0.1 0.0 0.000
F -1.70109 3.76355 4.98689 0.2 -0.5 -0.1 0.000
C -1.23228 2.29727 3.18948 0.2 -0.2 -0.2 0.000
F -1.82372 3.14087 2.32158 0.1 -0.4 0.4 0.000
C -0.65048 1.10910 2.68995 0.3 -0.3 -0.6 0.006
O -0.76523 0.81492 1.41995 -1.0 1.1 0.8 0.058
C 0.07473 0.30677 3.60216 0.0 0.0 -0.2 0.003
F 0.75622 -0.79496 3.17038 -0.7 0.5 0.4 0.001
C 0.13902 0.61645 4.94812 -0.1 0.3 0.1 0.000
F 0.80962 -0.18961 5.79388 -0.3 0.4 -0.3 0.000
```
Positions in Å, forces in eV/Å.